1.
DFT (ωB97M-V/def2-TZVPD) results for C28H44N5O3P2PbSi as an isolated structure.

Each line ends with the Löwdin charge.
Cartesian coordinates (Å):
1 Pb -0.77 -0.13 -2.39  0.88
2 P 3.16 -1.51 -0.51  0.44
3 P 1.10 -0.18 1.22  0.47
4 Si -3.54 -0.56 -1.59  0.53
5 O -0.02 -0.65 0.38  -0.38
6 O 2.50 -0.89 0.82  -0.26
7 O 2.80 -0.80 -1.74  -0.29
8 N 2.80 -3.13 -0.40  -0.29
9 N 4.78 -1.46 -0.21  -0.31
10 N 1.52 1.41 1.23  -0.28
11 N 0.89 -0.59 2.79  -0.30
12 N -0.53 1.88 -2.54  -0.30
13 C 2.16 1.99 0.05  -0.06
14 C -5.76 1.67 1.20  -0.11
15 C 3.36 -3.91 -1.51  -0.11
16 C -3.44 0.17 1.21  -0.13
17 C -1.04 3.78 -1.13  -0.26
18 C -0.15 -1.51 3.22  -0.09
19 C 1.59 3.23 -3.83  -0.08
20 C -3.86 0.81 2.37  -0.10
21 C -5.33 1.02 0.04  -0.13
22 C -2.45 -4.30 -0.04  -0.11
23 C 5.30 -1.97 1.04  -0.12
24 C -4.16 0.26 0.02  -0.36
25 C -3.51 -2.42 -1.17  -0.36
26 C -4.44 -3.33 -1.69  -0.13
27 C 0.32 5.78 -1.31  -0.15
28 C -4.37 -4.69 -1.40  -0.11
29 C 5.54 -0.33 -0.74  -0.10
30 C 0.58 2.34 1.86  -0.07
31 C 0.77 3.89 -2.76  -0.26
32 C -0.72 5.07 -0.72  -0.10
33 C -0.29 3.13 -2.16  -0.45
34 C -5.02 1.57 2.37  -0.12
35 C -2.51 -2.95 -0.34  -0.13
36 C 1.05 5.17 -2.33  -0.10
37 C -3.38 -5.18 -0.57  -0.12
38 C -2.17 3.03 -0.51  -0.09
39 C 1.88 -0.28 3.79  -0.11
40 C 1.42 -3.52 -0.13  -0.10
41 H 2.43 -1.18 4.10  0.08
42 H -2.94 2.80 -1.26  0.08
43 H 1.86 5.71 -2.81  0.09
44 H 1.13 3.25 2.11  0.09
45 H 6.31 -2.34 0.90  0.08
46 H 2.79 -3.76 -2.43  0.09
47 H -0.68 -1.10 4.08  0.08
48 H 3.33 -4.97 -1.24  0.08
49 H -1.30 5.52 0.07  0.09
50 H -5.11 -5.37 -1.83  0.09
51 H -1.85 2.05 -0.15  0.04
52 H -5.23 -2.97 -2.33  0.08
53 H -3.27 0.72 3.28  0.09
54 H -5.92 1.11 -0.86  0.08
55 H -0.23 2.61 1.17  0.07
56 H 5.31 -1.19 1.82  0.08
57 H 4.39 -3.62 -1.68  0.08
58 H -2.63 3.58 0.31  0.08
59 H 2.69 1.23 -0.53  0.05
60 H -1.76 -2.28 0.07  0.05
61 H -2.51 -0.38 1.22  0.06
62 H 6.57 -0.64 -0.93  0.08
63 H 0.56 6.79 -0.99  0.07
64 H 2.43 3.86 -4.13  0.06
65 H 0.98 3.00 -4.71  0.07
66 H -6.66 2.27 1.18  0.09
67 H -1.66 -4.67 0.62  0.09
68 H 1.42 2.44 -0.61  0.07
69 H -0.86 -1.68 2.41  0.06
70 H 1.41 0.16 4.68  0.08
71 H 1.05 -3.02 0.77  0.06
72 H -3.33 -6.24 -0.34  0.09
73 H 2.87 2.76 0.37  0.09
74 H 0.16 1.91 2.77  0.08
75 H 1.40 -4.60 0.04  0.08
76 H 2.60 0.45 3.40  0.08
77 H -5.35 2.08 3.27  0.09
78 H -4.77 -0.46 -2.45  -0.06
79 H 4.67 -2.79 1.39  0.07
80 H 5.09 0.01 -1.67  0.08
81 H 0.75 -3.27 -0.96  0.09
82 H 1.96 2.26 -3.48  0.06
83 H 5.56 0.51 -0.03  0.09
84 H 0.28 -2.48 3.51  0.08

E_LUMO: 2.228 eV
calculated total energy: -2758.0824 hartree
HOMO level: -0.10004 Eh
largest force on an atom: 0.2 eV/A
energy relative to the best compared isomer or geometry (same formula, charge and spin): 4.0 kcal per mole
charge: -1
HOMO-LUMO gap: 4.950 eV

2.
DFT (ωB97M-V/def2-TZVPD) results for an isolated ion of composition C3H9N4 and charge +1 in a non-equilibrium geometry.

Each line ends with the Löwdin charge.
Cartesian coordinates (Å):
1 N -1.95 -0.45 0.56  0.21
2 N -1.04 1.50 -0.07  0.25
3 N 2.20 -0.27 0.48  -0.04
4 N 2.21 0.90 0.04  0.09
5 C -1.00 0.21 -0.10  -0.41
6 C 1.05 -1.13 0.20  -0.13
7 C 0.04 -0.48 -0.81  -0.10
8 H 1.30 -2.03 -0.20  0.09
9 H 0.39 0.21 -1.58  0.13
10 H 3.11 1.35 0.15  0.08
11 H 0.80 -1.07 1.18  0.09
12 H -2.22 -1.51 0.34  0.22
13 H -0.39 -1.34 -1.35  0.14
14 H -1.70 2.02 0.46  0.14
15 H -0.25 2.02 -0.43  0.13
16 H -2.55 0.07 1.12  0.10

E_LUMO: -3.471 eV
calculated total energy: -338.4320 hartree
HOMO level: -0.47730 Eh
structure (SMILES): [H]/N=N/CCC(N)=[NH2+]
largest force on an atom: 5.6 eV/A
energy relative to the best compared isomer or geometry (same formula, charge and spin): 55.8 kcal per mole
charge: +1
HOMO-LUMO gap: 9.517 eV

3.
DFT (ωB97M-V/def2-TZVPD) results for C6H6N2O in the gas phase in a non-equilibrium geometry.

Each line ends with the Löwdin charge.
Cartesian coordinates (Å):
1 O -1.92 0.33 -0.86  -0.02
2 N 2.48 0.04 0.85  0.13
3 N 0.99 -1.74 -0.21  0.04
4 C 0.23 0.28 0.13  -0.13
5 C 1.43 -0.49 0.31  -0.37
6 C -0.17 -1.54 -0.93  -0.09
7 C -0.44 1.39 0.71  0.04
8 C -0.79 -0.36 -0.70  -0.28
9 C -1.80 1.58 0.04  -0.08
10 H 1.60 -2.60 -0.21  0.17
11 H 0.10 1.96 1.59  0.15
12 H -0.46 -2.54 -1.40  0.14
13 H 3.32 -0.52 0.69  0.04
14 H -2.67 1.72 0.70  0.11
15 H -1.92 2.48 -0.70  0.14

E_LUMO: 0.134 eV
calculated total energy: -416.8640 hartree
HOMO level: -0.26745 Eh
structure (SMILES): [H]/N=C1\NC=C2OCC=C21
largest force on an atom: 6.8 eV/A
energy relative to the best compared isomer or geometry (same formula, charge and spin): 68.9 kcal per mole
charge: 0
HOMO-LUMO gap: 7.412 eV

4.
DFT (ωB97M-V/def2-TZVPD) results for C13H17NOS in the gas phase.

Each line ends with the Löwdin charge.
Cartesian coordinates (Å):
1 S 0.13 -1.03 1.08  0.97
2 O -3.28 -0.41 2.01  0.06
3 N -1.98 1.38 1.64  -0.06
4 C 3.46 -2.99 -3.59  -0.05
5 C 2.60 -2.50 -2.46  -0.29
6 C 3.18 -2.11 -1.26  -0.05
7 C 2.41 -1.66 -0.21  -0.12
8 C -2.29 3.63 2.25  -0.16
9 C -2.35 0.11 1.43  -0.55
10 C -0.85 3.43 1.77  -0.16
11 C -1.53 -0.66 0.40  -0.36
12 C -0.94 2.13 0.98  -0.17
13 C 0.43 -1.99 -1.53  -0.09
14 C 1.03 -1.60 -0.34  -0.53
15 C 1.22 -2.44 -2.58  -0.04
16 C -2.72 2.20 2.59  -0.14
17 H 4.26 -2.16 -1.15  0.11
18 H -0.19 3.30 2.63  0.12
19 H -1.22 2.33 -0.07  0.13
20 H 0.75 -2.74 -3.50  0.11
21 H 2.86 -3.19 -4.48  0.07
22 H -2.36 4.30 3.11  0.11
23 H -3.79 2.02 2.49  0.12
24 H 2.86 -1.36 0.72  0.10
25 H -2.42 1.93 3.61  0.13
26 H -1.40 -0.07 -0.51  0.08
27 H 0.01 1.58 0.99  0.08
28 H -2.91 4.02 1.45  0.11
29 H -0.49 4.26 1.17  0.11
30 H 3.98 -3.90 -3.31  0.08
31 H -2.04 -1.60 0.19  0.09
32 H 4.21 -2.25 -3.85  0.08
33 H -0.64 -1.97 -1.66  0.09

E_LUMO: 0.792 eV
calculated total energy: -1033.7694 hartree
HOMO level: -0.29753 Eh
structure (SMILES): Cc1ccc(SCC(=O)N2CCCC2)cc1
largest force on an atom: 0.6 eV/A
energy relative to the best compared isomer or geometry (same formula, charge and spin): 0.0 kcal per mole
charge: 0
HOMO-LUMO gap: 8.888 eV

5.
DFT (ωB97M-V/def2-TZVPD) results for C4H9NO2 in the gas phase in a non-equilibrium geometry.

Each line ends with the Löwdin charge.
Cartesian coordinates (Å):
1 O -0.29 -2.18 0.44  -0.06
2 O 2.94 0.12 -0.76  0.01
3 N 0.87 0.28 -0.27  0.03
4 C -0.39 0.25 0.39  -0.42
5 C 2.02 0.00 0.20  -0.27
6 C -1.07 -1.08 0.04  -0.24
7 C -1.22 1.44 -0.09  -0.06
8 H -0.72 2.38 0.17  0.08
9 H -1.29 -1.10 -1.04  0.13
10 H 0.47 -2.21 -0.16  0.08
11 H -0.24 0.29 1.47  0.14
12 H 2.16 0.41 -1.37  0.14
13 H -2.20 1.43 0.38  0.08
14 H -2.02 -1.16 0.58  0.12
15 H -1.35 1.41 -1.18  0.08
16 H 2.33 -0.29 1.20  0.15

E_LUMO: 1.006 eV
calculated total energy: -363.0106 hartree
HOMO level: -0.36082 Eh
structure (SMILES): C[C@@H](CO)/N=C/O
largest force on an atom: 2.1 eV/A
energy relative to the best compared isomer or geometry (same formula, charge and spin): 47.0 kcal per mole
charge: 0
HOMO-LUMO gap: 10.824 eV

6.
DFT (ωB97M-V/def2-TZVPD) results for C9H10NO3P as an isolated structure in a non-equilibrium geometry.

Each line ends with the Löwdin charge.
Cartesian coordinates (Å):
1 P 0.47 1.56 -0.30  0.71
2 O 2.53 -0.85 -2.33  0.09
3 O 0.99 2.72 0.38  -0.27
4 O -0.86 1.76 -1.23  -0.27
5 N 1.45 0.86 -1.48  0.02
6 C -2.43 2.16 0.50  -0.05
7 C 1.26 -1.26 -0.38  -0.19
8 C 0.46 -0.72 0.64  0.00
9 C 1.14 -3.36 0.81  -0.08
10 C 1.61 -2.58 -0.24  -0.02
11 C 0.01 -1.36 1.77  -0.05
12 C -1.92 2.63 -0.85  -0.27
13 C 0.33 -2.80 1.76  -0.06
14 C 1.78 -0.45 -1.48  -0.51
15 H -0.17 -3.48 2.49  0.11
16 H -2.58 2.27 -1.58  0.10
17 H 1.88 1.33 -2.19  0.10
18 H -1.45 2.00 0.96  0.05
19 H -0.62 -1.10 2.59  0.09
20 H -3.04 1.33 0.25  0.08
21 H -1.55 3.72 -0.92  0.15
22 H 2.25 -2.97 -1.03  0.13
23 H -2.96 2.92 0.99  0.06
24 H 1.43 -4.35 0.87  0.08

E_LUMO: 0.111 eV
calculated total energy: -970.7683 hartree
HOMO level: -0.35149 Eh
largest force on an atom: 4.3 eV/A
energy relative to the best compared isomer or geometry (same formula, charge and spin): 41.1 kcal per mole
charge: 0
HOMO-LUMO gap: 9.675 eV